Record 1
Formula: C7H11N2S2
Source: the OMol25 dataset
Level of theory: wB97M-V/def2-TZVPD

Calculated values
- Highest occupied orbital energy: -11.8 eV
- Energy above the lowest of the compared OMol25 structures with the same formula, charge and spin: 63.2 kcal per mole
- Charge: +1
- Total energy: -32078.593 eV
- Orbital gap: 7.433 eV
- LUMO level: -4.3313 eV

Atoms and positions in Å:
C  0.772  -0.456  0.338
C  -1.142  0.777  1.309
C  -0.177  1.728  1.152
C  -0.083  -1.967  -1.137
C  0.581  -2.741  -0.065
C  -0.268  3.220  1.099
C  -0.151  0.593  -1.665
N  0.249  -0.541  -0.845
N  1.014  -1.630  0.877
S  -2.420  -0.101  1.586
S  1.424  0.905  1.207
H  0.234  -2.352  -2.188
H  -1.226  -1.831  -1.070
H  -0.252  -3.497  0.340
H  1.484  -3.417  -0.477
H  -0.652  3.614  2.200
H  0.816  3.520  0.929
H  -0.959  3.433  0.251
H  -1.316  0.668  -1.877
H  0.153  1.535  -1.127
H  0.413  0.415  -2.592
H  1.504  -1.877  1.756

Cartesian forces (eV/Å) of the 3 atoms listed first:
2.185 -0.424 0.764
-0.317 2.703 0.508
-1.567 -2.900 1.247

---

Record 2
Formula: C33H60AgBN11O4SSbSi3
Source: the OMol25 dataset
Level of theory: wB97M-V/def2-TZVPD

Calculated values
- Highest occupied orbital energy (spin up / spin down): -10.7 / -10.8 eV
- Energy above the lowest of the compared OMol25 structures with the same formula, charge and spin: 0.0 kcal per mole
- ⟨S²⟩: 0.7572
- Spin multiplicity: 2
- Charge: +1
- Total energy: -105454.284 eV
- Orbital gap (spin up / spin down): 8.135 / 5.832 eV
- LUMO level (spin up / spin down): -2.5332 / -4.9226 eV

Atoms and positions in Å:
Ag  0.414  0.301  -0.057
C  -1.648  -0.603  3.243
C  -0.310  0.030  3.412
C  0.415  0.207  4.593
C  1.533  0.919  4.222
N  1.456  1.158  2.910
N  0.336  0.593  2.394
B  2.303  2.044  1.973
N  3.129  1.144  1.034
C  4.458  0.984  1.023
C  4.819  0.380  -0.161
C  3.614  0.193  -0.847
C  3.384  -0.257  -2.242
N  2.609  0.629  -0.098
N  1.340  2.935  1.152
C  1.107  4.240  1.367
C  0.245  4.700  0.406
C  -0.022  3.585  -0.396
C  -0.867  3.506  -1.614
N  0.633  2.531  0.076
N  3.271  3.007  2.647
C  3.295  3.655  3.835
C  4.242  4.646  3.758
C  4.744  4.563  2.443
C  5.765  5.430  1.780
N  4.154  3.588  1.785
H  -1.828  -1.368  4.001
H  -2.449  0.139  3.331
H  -1.736  -1.072  2.261
H  0.145  -0.134  5.587
H  2.377  1.248  4.810
H  5.065  1.333  1.848
H  5.814  0.131  -0.496
H  4.102  -1.023  -2.547
H  2.373  -0.644  -2.358
H  3.496  0.594  -2.916
H  1.582  4.761  2.188
H  -0.136  5.702  0.290
H  -0.692  4.374  -2.257
H  -0.630  2.607  -2.183
H  -1.921  3.487  -1.356
H  2.627  3.389  4.648
H  4.541  5.332  4.535
H  6.421  5.892  2.514
H  6.378  4.841  1.103
H  5.280  6.217  1.203
C  -4.643  5.909  -2.877
C  -4.624  4.560  -3.576
S  -5.068  3.306  -2.360
O  -6.406  3.516  -1.890
O  -4.018  3.233  -1.370
C  -5.035  1.733  -3.301
C  -5.002  0.528  -2.369
N  -3.831  0.525  -1.502
C  -2.558  0.292  -1.886
N  -1.721  0.424  -0.865
C  -2.476  0.800  0.204
C  -3.766  0.853  -0.170
N  -4.872  1.138  0.696
O  -4.570  1.451  1.826
O  -6.003  0.999  0.273
C  -2.115  -0.008  -3.269
H  -4.327  6.694  -3.564
H  -3.966  5.896  -2.017
H  -5.647  6.139  -2.521
H  -3.631  4.294  -3.958
H  -5.362  4.496  -4.384
H  -4.166  1.763  -3.965
H  -5.954  1.707  -3.893
H  -5.015  -0.389  -2.946
H  -5.873  0.523  -1.733
H  -2.037  1.048  1.160
H  -2.821  -0.654  -3.800
H  -1.152  -0.512  -3.215
H  -1.988  0.922  -3.834
C  1.892  -5.805  -1.788
Si  2.068  -3.915  -1.749
C  3.830  -3.490  -1.166
C  1.656  -3.353  -3.518
Sb  0.473  -2.575  -0.089
Si  1.447  -3.547  2.176
C  0.114  -3.630  3.522
C  2.045  -5.335  1.913
C  2.855  -2.355  2.587
Si  -1.800  -3.835  -0.508
C  -1.528  -5.714  -0.521
C  -3.097  -3.394  0.806
C  -2.471  -3.301  -2.209
H  2.758  -6.204  -2.332
H  0.986  -6.116  -2.322
H  1.875  -6.274  -0.802
H  4.542  -3.521  -2.002
H  4.176  -4.225  -0.424
H  3.885  -2.500  -0.702
H  2.485  -3.618  -4.196
H  1.487  -2.271  -3.616
H  0.754  -3.873  -3.874
H  -0.888  -3.818  3.108
H  0.064  -2.695  4.095
H  0.357  -4.449  4.217
H  1.235  -5.977  1.534
H  2.359  -5.746  2.885
H  2.892  -5.413  1.223
H  2.481  -1.320  2.605
H  3.665  -2.408  1.846
H  3.280  -2.574  3.576
H  -0.812  -6.049  0.241
H  -1.161  -6.057  -1.497
H  -2.484  -6.218  -0.328
H  -2.822  -3.770  1.799
H  -4.060  -3.849  0.538
H  -3.251  -2.306  0.892
H  -1.668  -3.064  -2.919
H  -3.120  -2.417  -2.099
H  -3.074  -4.117  -2.640

Cartesian forces (eV/Å) of the 3 atoms listed first:
0.370 -0.093 -0.572
-0.198 -0.132 -0.082
0.025 0.002 0.016

---

Q: Which of these has the highest energy above the lowest of the compared OMol25 structures with the same formula, charge and spin?
A: C7H11N2S2

---

Q: total energy of number 2 (C33H60AgBN11O4SSbSi3)?
A: -105454.284 eV

---

Q: charge of number 2 (C33H60AgBN11O4SSbSi3)?
A: +1